ORCA calculation (ωB97M-V with the def2-TZVPD basis set) on C49H62As2BN8O8S6V as an isolated structure in a non-equilibrium geometry.

```
! RIJCOSX wB97M-V def2-TZVPD def2/J DEFGRID3
* xyz 1 4
V 0.535 0.345 -0.065
C -3.020 1.877 3.769
C -2.717 2.506 2.438
C -3.389 3.636 2.062
C -3.055 4.311 0.890
N -2.208 3.766 0.026
N -1.583 2.633 0.346
B -0.591 2.000 -0.817
N -1.545 1.503 -2.012
N -2.006 2.347 -2.966
C -2.699 1.857 -3.969
C -2.948 0.471 -4.066
C -2.591 -0.369 -3.066
C -2.880 -1.839 -3.112
C -1.874 0.200 -1.982
S -1.393 -0.756 -0.628
C -3.176 2.793 -5.086
C -3.462 4.187 -4.546
C -2.062 2.870 -6.144
C -4.464 2.254 -5.733
N 0.415 3.163 -1.263
N 0.055 4.170 -2.096
C 0.969 5.018 -2.493
C 2.329 4.826 -2.156
C 2.684 3.888 -1.245
C 4.103 3.649 -0.825
C 1.635 3.097 -0.712
S 1.904 2.085 0.660
C 0.574 6.272 -3.269
C 1.447 6.433 -4.523
C 0.817 7.470 -2.325
C -0.896 6.249 -3.681
C -1.729 2.057 1.546
S -0.395 0.954 1.986
C -3.576 5.707 0.573
C -4.226 5.704 -0.810
C -4.586 6.180 1.617
C -2.359 6.649 0.566
H -3.854 2.398 4.235
H -2.155 1.951 4.436
H -3.268 0.826 3.675
H -4.157 4.034 2.717
H -3.423 0.074 -4.956
H -3.139 -2.146 -4.128
H -3.717 -2.085 -2.451
H -2.023 -2.414 -2.769
H -2.637 4.536 -3.932
H -4.375 4.182 -3.946
H -3.606 4.879 -5.381
H -1.148 3.298 -5.717
H -2.387 3.502 -6.977
H -1.821 1.883 -6.540
H -5.198 1.952 -4.978
H -4.274 1.406 -6.397
H -4.912 3.045 -6.339
H 3.089 5.447 -2.626
H 4.777 4.338 -1.332
H 4.389 2.622 -1.064
H 4.217 3.773 0.255
H 2.472 6.736 -4.285
H 1.018 7.215 -5.155
H 1.484 5.508 -5.104
H 1.865 7.538 -2.020
H 0.205 7.391 -1.422
H 0.552 8.400 -2.839
H -1.052 5.568 -4.524
H -1.199 7.252 -3.992
H -1.535 5.930 -2.855
H -5.166 5.139 -0.799
H -3.558 5.249 -1.533
H -4.446 6.730 -1.123
H -5.473 5.539 1.641
H -4.915 7.186 1.357
H -4.153 6.224 2.619
H -1.595 6.272 -0.119
H -1.919 6.738 1.566
H -2.665 7.646 0.236
C 4.849 -3.472 1.242
O 3.762 -4.401 1.090
C 2.792 -4.414 2.008
O 1.975 -5.292 2.044
C 2.472 -3.145 2.798
C 2.702 -3.021 4.120
As 1.546 -2.006 5.433
C 0.318 -3.543 5.581
C 0.579 -0.995 4.056
C 1.433 -0.660 2.947
As 1.453 -1.990 1.500
C -0.205 -2.984 1.747
C 2.772 -0.049 3.225
O 3.069 0.515 4.246
O 3.620 -0.180 2.202
C 4.923 0.395 2.390
C -0.736 -0.766 3.928
O -1.300 -0.191 2.805
O -1.712 -1.088 4.754
C -1.544 -0.702 6.133
C 3.783 -3.994 4.633
O 4.207 -4.877 3.935
O 4.357 -3.885 5.840
C 4.190 -2.821 6.793
H 5.758 -4.037 1.406
H 4.689 -2.804 2.086
H 4.927 -2.892 0.328
H 0.917 -4.436 5.771
H -0.249 -3.704 4.665
H -0.361 -3.402 6.421
H -0.533 -2.983 2.780
H 0.016 -4.006 1.450
H -0.984 -2.592 1.106
H 5.464 0.205 1.469
H 5.427 -0.076 3.231
H 4.843 1.461 2.578
H -2.374 -1.142 6.672
H -1.573 0.382 6.228
H -0.611 -1.066 6.547
H 4.996 -2.948 7.504
H 3.250 -2.906 7.321
H 4.272 -1.844 6.333
S 0.216 -0.470 -7.186
C 0.886 -0.031 -5.742
S 0.719 -1.067 -4.360
C 1.556 0.071 -3.342
N 1.958 1.108 -3.975
N 1.607 1.069 -5.329
C 2.165 2.148 -6.130
C 2.163 2.142 -7.523
C 2.761 3.188 -8.219
C 3.367 4.240 -7.557
C 3.373 4.242 -6.170
C 2.779 3.212 -5.460
S 1.940 -0.358 -1.698
H 1.712 1.337 -8.069
H 2.753 3.163 -9.302
H 3.843 5.040 -8.113
H 3.854 5.052 -5.632
H 2.808 3.202 -4.384
*
```

Energy above the lowest of the compared OMol25 structures with the same formula, charge and spin (kJ/mol): 230.9
Frontier orbital gap (alpha / beta) (eV): 6.4 / 5.4

Here are the Löwdin charges for atoms 1 to 4, given in e: -0.202, -0.006, -0.172, 0.080

***

ORCA calculation (ωB97M-V with the def2-TZVPD basis set) on a 5-piece molecular cluster, C49H65F4NO3P overall in a non-equilibrium geometry.

```
! RIJCOSX wB97M-V def2-TZVPD def2/J DEFGRID3
* xyz 1 1
C -2.936 -3.803 6.208
C -2.520 -2.787 5.178
O -1.646 -3.036 4.411
N -3.150 -1.499 5.094
C -2.655 -0.594 6.149
C -4.616 -1.531 5.007
C -4.993 -1.400 3.519
C -4.852 0.062 3.045
C -3.981 0.177 1.786
P -2.225 -0.138 2.154
C -1.150 1.045 1.305
C -0.045 1.502 2.242
O 0.552 0.332 2.731
C 1.898 0.540 3.144
C 2.595 -0.768 3.433
O 3.197 -1.413 2.317
C 2.272 -1.945 1.414
C 1.486 -3.054 1.828
C 0.518 -3.647 0.970
C 0.313 -3.154 -0.364
C -0.710 -3.890 -1.266
C -0.138 -5.334 -1.410
C -2.086 -4.009 -0.584
C -0.754 -3.346 -2.712
C -1.689 -2.168 -3.090
C -1.772 -1.037 -2.061
C -3.078 -2.679 -3.514
C -1.083 -1.553 -4.371
C 1.114 -2.048 -0.756
C 2.083 -1.439 0.106
H -3.974 -3.712 6.517
H -2.811 -4.784 5.757
H -2.304 -3.727 7.091
H -2.746 0.436 5.794
H -3.252 -0.672 7.060
H -1.602 -0.777 6.349
H -5.034 -0.702 5.575
H -5.060 -2.462 5.364
H -4.242 -1.990 2.989
H -5.984 -1.808 3.336
H -4.437 0.681 3.842
H -5.839 0.475 2.839
H -4.296 -0.559 1.047
H -4.042 1.189 1.388
H -1.977 -0.086 3.523
H -1.909 -1.439 1.761
H -1.716 1.884 0.906
H -0.647 0.526 0.490
H 0.637 2.093 1.624
H -0.417 2.121 3.067
H 2.426 1.110 2.376
H 1.900 1.109 4.080
H 1.886 -1.440 3.927
H 3.390 -0.553 4.145
H 1.668 -3.443 2.823
H -0.022 -4.504 1.353
H 0.701 -5.311 -2.105
H -0.917 -5.967 -1.833
H 0.210 -5.734 -0.463
H -2.570 -4.951 -0.837
H -1.951 -4.023 0.499
H -2.766 -3.189 -0.799
H -1.080 -4.181 -3.339
H 0.250 -3.098 -3.053
H -0.986 -0.297 -2.210
H -1.742 -1.380 -1.031
H -2.720 -0.506 -2.199
H -3.531 -3.359 -2.796
H -3.739 -1.854 -3.775
H -2.930 -3.265 -4.423
H -0.203 -0.968 -4.093
H -0.754 -2.319 -5.071
H -1.770 -0.845 -4.834
H 1.016 -1.637 -1.752
H 2.674 -0.613 -0.269
F -0.753 3.226 -3.485
C -0.211 3.956 -2.491
C -0.583 3.698 -1.187
C -0.022 4.456 -0.167
C 0.893 5.457 -0.462
C 1.253 5.700 -1.782
C 0.701 4.943 -2.805
H -1.308 2.922 -0.981
H -0.303 4.267 0.862
H 1.325 6.048 0.334
H 1.961 6.478 -2.019
H 0.972 5.115 -3.839
F 4.029 -8.443 6.731
C 3.345 -7.339 6.387
C 3.103 -6.376 7.347
C 2.399 -5.236 6.987
C 1.943 -5.079 5.685
C 2.195 -6.063 4.738
C 2.905 -7.203 5.086
H 3.462 -6.522 8.357
H 2.207 -4.469 7.726
H 1.390 -4.190 5.409
H 1.836 -5.944 3.724
H 3.119 -7.978 4.362
F 2.993 7.790 -3.039
C 4.096 7.317 -3.673
C 5.339 7.552 -3.125
C 6.457 7.060 -3.784
C 6.316 6.354 -4.972
C 5.052 6.130 -5.500
C 3.928 6.613 -4.846
H 5.426 8.112 -2.203
H 7.441 7.232 -3.369
H 7.191 5.976 -5.483
H 4.934 5.584 -6.424
H 2.933 6.446 -5.240
F 3.119 5.111 -7.770
C 1.775 5.206 -7.867
C 1.222 5.906 -8.918
C -0.160 5.993 -9.004
C -0.962 5.393 -8.041
C -0.381 4.697 -6.990
C 1.000 4.596 -6.900
H 1.865 6.372 -9.653
H -0.612 6.533 -9.825
H -2.039 5.468 -8.112
H -1.002 4.231 -6.236
H 1.476 4.050 -6.095
*
```

Energy above the lowest of the compared OMol25 structures with the same formula, charge and spin (kJ/mol): 0.0
Frontier orbital gap (eV): 8.4

Here are the Löwdin charges for atoms 1 to 4, given in e: 0.021, -0.497, 0.108, -0.170

***

ORCA calculation (ωB97M-V with the def2-TZVPD basis set) on a 5-piece molecular cluster, C49H66FN6O17 overall in a non-equilibrium geometry.

```
! RIJCOSX wB97M-V def2-TZVPD def2/J DEFGRID3
* xyz 1 1
C 0.151 -8.444 3.711
C 1.736 -8.531 3.320
C 1.868 -7.680 1.933
O 2.219 -6.325 2.318
C 1.815 -5.344 1.344
C 3.010 -4.305 0.891
C 4.343 -5.137 0.886
C 5.490 -4.842 -0.192
F 5.027 -5.292 2.162
C 2.553 -4.101 -0.670
C 3.082 -2.807 -1.397
O 2.215 -2.582 -2.576
N 2.753 -1.492 -3.213
O 2.983 -1.746 -4.353
C 2.789 -1.542 -0.404
O 1.378 -1.327 -0.481
C 3.388 -1.775 1.104
C 2.977 -0.454 1.919
C 1.443 -0.331 2.392
C 0.771 1.109 2.003
C -0.647 0.828 1.242
C -1.909 0.968 2.225
C -2.513 -0.427 2.736
O -2.574 -1.455 1.703
C -3.937 -1.734 1.370
C -4.608 -3.190 1.538
O -4.684 -0.828 0.893
C 4.976 -1.745 0.855
C 5.729 -0.364 1.273
C 7.286 -0.518 0.846
O 7.796 0.189 -0.060
O 8.108 -1.489 1.529
N 2.862 -3.066 1.723
C 3.036 -3.192 3.202
C 4.377 -2.764 3.917
C 3.988 -2.468 5.478
O 4.264 -1.057 5.789
H -0.061 -7.317 3.882
H -0.056 -9.021 4.675
H -0.526 -8.752 2.841
H 2.018 -9.637 3.142
H 2.310 -8.050 4.180
H 2.738 -8.138 1.336
H 0.852 -7.783 1.419
H 1.426 -5.951 0.437
H 0.896 -4.801 1.761
H 4.046 -6.226 0.612
H 6.110 -5.822 -0.250
H 5.143 -4.657 -1.260
H 6.251 -4.045 0.096
H 2.896 -5.049 -1.239
H 1.398 -4.119 -0.755
H 4.149 -2.811 -1.793
H 3.392 -0.651 -0.815
H 0.845 -2.032 -0.059
H 3.572 -0.292 2.897
H 3.125 0.428 1.183
H 0.733 -1.116 1.965
H 1.375 -0.382 3.546
H 0.642 1.765 2.928
H 1.398 1.704 1.255
H -0.642 -0.148 0.650
H -0.740 1.672 0.455
H -1.581 1.551 3.164
H -2.731 1.515 1.630
H -1.947 -0.809 3.668
H -3.583 -0.199 3.107
H -4.083 -3.927 0.828
H -5.717 -3.187 1.240
H -4.492 -3.589 2.605
H 5.311 -1.915 -0.227
H 5.535 -2.561 1.461
H 5.311 0.473 0.624
H 5.681 -0.156 2.400
H 7.797 -1.538 2.471
H 1.825 -2.890 1.630
H 2.192 -2.582 3.715
H 2.835 -4.258 3.614
H 4.908 -1.824 3.573
H 5.191 -3.582 3.997
H 4.667 -3.067 6.194
H 2.911 -2.758 5.728
H 4.455 -1.023 6.760
C -1.547 2.484 -5.043
C -2.864 2.705 -4.648
C -3.147 3.050 -3.331
C -2.102 3.175 -2.417
C -0.783 2.947 -2.805
C -0.509 2.600 -4.124
N -2.393 3.561 -1.035
O -3.563 3.734 -0.726
O -1.448 3.693 -0.267
H -1.329 2.221 -6.074
H -3.669 2.612 -5.370
H -4.177 3.219 -3.036
H 0.036 3.037 -2.099
H 0.515 2.424 -4.437
C -3.984 -1.608 9.379
C -2.658 -1.968 9.150
C -2.220 -2.224 7.855
C -3.118 -2.112 6.795
C -4.448 -1.761 7.018
C -4.878 -1.509 8.317
N -2.656 -2.356 5.427
O -1.484 -2.682 5.268
O -3.462 -2.217 4.519
H -4.321 -1.404 10.390
H -1.966 -2.045 9.982
H -1.185 -2.503 7.691
H -5.154 -1.677 6.199
H -5.910 -1.232 8.502
C -0.512 8.632 -6.203
C 0.432 7.784 -5.629
C 0.475 6.443 -5.992
C -0.431 5.960 -6.935
C -1.384 6.802 -7.508
C -1.422 8.142 -7.137
N -0.373 4.554 -7.339
O 0.464 3.839 -6.801
O -1.161 4.171 -8.192
H -0.540 9.680 -5.922
H 1.137 8.172 -4.901
H 1.215 5.793 -5.537
H -2.095 6.433 -8.239
H -2.161 8.808 -7.582
C -8.219 8.132 -7.262
C -7.331 7.459 -8.096
C -6.049 7.959 -8.297
C -5.666 9.135 -7.654
C -6.553 9.818 -6.824
C -7.834 9.311 -6.631
N -4.309 9.653 -7.843
O -3.561 9.037 -8.594
O -3.996 10.667 -7.238
H -9.217 7.735 -7.103
H -7.637 6.541 -8.587
H -5.367 7.425 -8.949
H -6.264 10.736 -6.324
H -8.531 9.833 -5.985
*
```

Frontier orbital gap (eV): 8.2

Here are the Löwdin charges for atoms 1 to 4, given in e: -0.130, -0.187, -0.201, -0.204

***

For reference, E_tot by record: -293163.824 -79651.303 -98321.233 eV.